Record 1
75
Properties=species:S:1:pos:R:3:forces:R:3:lowdin_charge:R:1 method="wB97M-V/def2-TZVPD" spin_multiplicity=6 homo_ev="-1.41 / -1.48" charge=-2 total_energy_ev=-122102.3750 gap_ev="5.108 / 5.185" largest_force_ev_per_a=3.05
Fe -1.3679 0.5781 -0.5835 -1.003 1.683 -1.034 0.77
C 1.8962 -4.8822 1.9206 -0.217 -0.683 1.233 -0.13
C 2.0812 -4.1271 0.6127 -0.263 1.918 -0.482 -0.23
N 2.0502 -2.6217 0.7425 1.229 -1.480 1.328 -0.20
C 3.2909 -1.9849 1.1690 -1.237 1.031 -2.123 -0.27
C 4.0586 -2.8512 2.0856 1.512 -1.062 0.987 -0.11
C 1.2238 -1.8385 -0.1265 -0.761 -0.624 -0.664 -0.20
C -0.1169 -1.8457 0.5927 -0.155 1.189 -0.228 -0.22
N -1.2143 -1.2439 -0.1601 -0.158 -1.366 1.089 -0.15
C -2.2589 -2.1414 -0.3099 -0.390 -1.157 0.236 -0.21
C -2.1586 -3.1290 -1.2919 -0.944 0.117 -0.431 -0.16
F -1.0262 -3.3864 -1.9641 0.274 0.628 -0.040 0.09
C -3.2819 -3.7879 -1.7606 -0.692 0.060 -0.158 -0.20
F -3.1631 -4.3301 -2.9908 -0.205 -0.680 0.175 0.07
C -4.5118 -3.7171 -1.1119 0.999 -0.027 -0.843 0.06
C -4.5409 -2.9422 0.0021 -0.667 0.172 1.110 -0.24
F -5.7378 -2.8216 0.6348 0.445 -0.169 0.260 0.06
C -3.4347 -2.3084 0.4995 1.199 1.104 0.478 -0.17
F -3.4645 -1.8460 1.7902 -0.071 0.292 -1.246 0.05
H 1.0580 -5.5996 1.8184 0.349 0.299 0.132 0.06
H 2.8016 -5.4907 2.1884 -0.742 0.611 -0.138 0.07
H 1.6527 -4.2086 2.7911 0.202 -0.667 -1.039 0.09
H 2.9881 -4.4969 0.1221 0.183 0.243 -0.137 0.10
H 1.2758 -4.3801 -0.0697 -0.219 0.062 -0.073 0.10
H 3.7346 -1.6303 0.2041 1.076 -0.592 0.589 0.12
H 3.0567 -1.0001 1.5951 -0.224 -0.286 0.554 0.10
H 4.4906 -3.7640 1.5758 -0.458 0.978 0.531 0.08
H 4.8931 -2.3092 2.5662 -0.268 -0.172 -0.332 0.07
H 3.4169 -3.2034 2.9243 0.484 0.366 -0.650 0.07
H 1.5299 -0.7801 -0.2408 0.337 -0.564 0.188 0.12
H 1.1682 -2.2800 -1.1533 -0.151 0.358 0.547 0.13
H -0.3807 -2.8660 0.8541 0.078 -0.189 0.177 0.11
H 0.0513 -1.2608 1.5172 -0.065 -0.422 -0.081 0.12
H -5.4377 -4.1761 -1.3784 -0.178 -0.275 -0.703 0.12
S -4.7598 0.9218 -3.3114 -0.304 0.448 -0.303 0.41
C -4.5970 2.3175 -2.3257 -0.329 -0.087 -1.172 -0.89
C -5.0575 3.6018 -2.8234 -1.144 2.272 -0.375 -0.29
N -5.5159 4.6455 -3.1159 1.179 -2.482 0.442 0.11
C -4.0924 2.2991 -1.0727 0.774 -0.384 1.256 -0.77
S -3.7376 0.7718 -0.2852 0.971 -0.106 0.307 0.63
C -3.8133 3.4425 -0.2789 -0.084 2.827 0.896 -0.32
N -3.6193 4.4358 0.3219 -0.649 -2.208 -1.155 0.12
C 0.8720 2.4545 -4.8714 -0.598 -1.110 -0.600 -0.22
Si 0.0342 2.6506 -3.1616 -0.901 -0.204 0.480 0.46
C 1.5232 2.6055 -2.0187 0.203 -0.810 1.228 -0.21
C -0.9143 4.3570 -3.0855 0.023 -1.178 -0.395 -0.17
C -0.9287 1.0848 -2.6406 -0.061 1.180 0.454 -0.30
H 1.6116 3.2163 -5.0996 0.154 0.234 0.125 0.00
H 0.1243 2.4709 -5.6962 0.346 0.006 0.447 0.02
H 1.3783 1.4516 -4.9443 -0.380 0.842 0.165 0.03
H 2.3500 3.1815 -2.4179 0.386 0.038 -0.100 0.01
H 1.8402 1.5068 -1.9017 -0.299 1.511 -0.205 0.05
H 1.3310 2.9902 -0.9838 0.059 -0.357 -0.895 0.02
H -0.5219 4.8385 -2.1881 -0.306 0.294 -0.071 0.01
H -2.0101 4.2039 -3.0052 0.616 0.015 0.261 0.02
H -0.7753 4.9694 -3.9905 0.267 -0.099 0.356 0.01
H -1.9216 0.9539 -3.1305 0.770 -0.274 0.080 -0.05
H -0.1531 0.3542 -2.8854 -0.359 -0.623 -0.316 -0.03
F 0.9994 -0.0495 5.5511 0.520 0.616 -0.434 0.07
C 1.6243 0.7067 4.6094 0.085 -0.561 0.750 -0.18
C 1.0094 1.7220 4.0109 -0.250 0.835 -1.196 0.07
N 1.5583 2.3754 2.8955 -1.056 -0.090 0.368 0.01
C 0.7279 3.3050 2.1390 -1.376 -0.826 -0.067 -0.03
C -0.2316 2.7339 1.0289 -1.325 0.286 -1.071 -0.57
O -0.9803 3.5605 0.4815 1.891 -1.284 1.068 0.01
O -0.2068 1.4540 0.7636 0.546 0.996 0.794 -0.16
C 2.8073 2.0958 2.4253 -0.169 0.564 0.274 -0.48
O 3.2813 2.5473 1.4016 0.056 -0.404 0.771 0.10
N 3.4923 1.3464 3.3726 1.259 -0.453 -0.049 0.20
C 3.0175 0.4363 4.2945 0.488 -2.779 0.507 -0.38
O 3.7031 -0.5269 4.7229 -1.295 2.681 -0.677 0.04
H 0.0334 2.0924 4.3240 0.128 -0.387 -0.279 0.16
H 1.3257 4.0516 1.6641 0.512 0.392 -0.170 0.12
H 0.0819 3.7684 2.8820 -0.120 0.276 -0.203 0.13
H 4.4872 1.3286 3.2802 0.470 -0.304 -0.509 0.16


Record 2
74
Properties=species:S:1:pos:R:3:forces:R:3:lowdin_charge:R:1 method="wB97M-V/def2-TZVPD" spin_multiplicity=1 homo_ev=-4.01 charge=-1 total_energy_ev=-403953.0858 gap_ev=5.878 largest_force_ev_per_a=0.34
Sc 0.4043 1.1978 -0.9653 -0.125 0.206 0.235 0.40
C -1.6391 -0.1270 3.2346 -0.006 -0.009 -0.001 -0.07
N -0.8947 1.1125 3.2385 0.056 -0.081 0.001 -0.14
C -0.6692 1.6840 4.5475 0.016 0.054 0.013 -0.05
C -0.2739 1.5913 2.1317 0.001 -0.038 -0.078 -0.42
N 0.1876 0.7834 1.1617 0.103 0.163 -0.095 0.03
C 0.7218 -0.4558 1.5734 0.119 -0.151 0.225 -0.25
C 1.5514 -0.4603 2.6754 -0.110 0.054 0.082 -0.03
C 2.0737 -1.6377 3.2260 -0.043 -0.089 -0.084 -0.07
C 1.7857 -2.8314 2.6366 0.024 0.085 0.042 -0.05
C 1.0256 -2.8743 1.4433 -0.022 -0.094 -0.019 -0.16
C 0.8310 -4.1368 0.8296 -0.047 0.034 -0.086 -0.05
C 0.1879 -4.2270 -0.3675 0.046 0.041 0.108 -0.08
C -0.2719 -3.0602 -0.9930 -0.076 -0.028 -0.041 -0.03
C -0.1553 -1.8121 -0.4200 0.121 -0.174 0.125 -0.22
N -0.5622 -0.6949 -1.1709 -0.082 -0.087 -0.223 0.01
C -1.6387 -0.8175 -1.9785 -0.005 -0.055 -0.141 -0.38
N -1.5816 -0.3373 -3.2369 0.021 0.032 0.151 -0.14
C -0.3152 -0.2012 -3.9367 0.031 0.015 -0.018 -0.07
C -2.6805 0.4142 -3.8382 -0.095 -0.045 0.019 -0.10
N -2.7635 -1.4330 -1.5838 0.000 0.100 -0.018 -0.11
C -3.7302 -1.9798 -2.5186 0.024 0.012 0.004 -0.03
C -3.0690 -1.6815 -0.1889 0.021 -0.035 0.002 -0.08
C 0.4971 -1.6834 0.8591 -0.016 -0.142 0.057 -0.04
N -0.1169 2.9144 2.0493 0.040 0.094 0.014 -0.11
C -1.0848 3.8429 2.6307 -0.027 -0.006 -0.022 -0.08
C 0.9067 3.5399 1.2260 0.008 -0.045 0.001 -0.06
H -2.5381 0.0112 3.8380 -0.008 0.000 -0.015 0.10
H -1.0519 -0.9582 3.6406 0.011 0.011 -0.003 0.09
H -1.9560 -0.3463 2.2226 -0.006 -0.028 -0.050 0.02
H -0.3351 0.8909 5.2241 -0.008 -0.009 -0.001 0.09
H -1.5775 2.1342 4.9566 0.003 -0.002 0.000 0.10
H 0.1078 2.4432 4.5019 -0.013 -0.014 -0.003 0.09
H 1.7807 0.4881 3.1476 -0.017 0.007 -0.021 0.12
H 2.6987 -1.5862 4.1083 0.004 -0.011 0.006 0.10
H 2.1645 -3.7626 3.0383 0.006 -0.002 0.006 0.11
H 1.2310 -5.0156 1.3193 0.004 -0.002 0.000 0.11
H 0.0563 -5.1831 -0.8579 0.002 -0.007 0.003 0.10
H -0.7257 -3.1361 -1.9744 0.015 0.010 -0.002 0.12
H -0.4726 -0.4874 -4.9793 0.011 -0.022 0.012 0.10
H 0.4371 -0.8553 -3.4998 -0.004 0.003 0.002 0.09
H 0.0421 0.8319 -3.9219 -0.008 0.007 0.019 0.03
H -3.0566 -0.0851 -4.7354 0.018 0.007 -0.012 0.09
H -2.3147 1.4090 -4.0922 0.004 0.004 -0.014 0.05
H -3.4899 0.5671 -3.1298 0.020 0.009 0.015 0.02
H -3.2831 -2.0883 -3.5027 0.001 0.005 -0.014 0.09
H -4.6172 -1.3478 -2.5915 -0.002 0.001 -0.001 0.10
H -4.0282 -2.9656 -2.1553 -0.007 -0.002 -0.004 0.09
H -2.4435 -1.0509 0.4280 -0.004 0.022 0.041 0.01
H -2.9070 -2.7374 0.0516 -0.005 -0.002 0.007 0.10
H -4.1030 -1.3968 0.0004 0.000 0.002 -0.001 0.08
H -2.0083 3.3105 2.8455 -0.002 0.016 -0.009 0.06
H -1.3235 4.6002 1.8823 -0.018 0.003 0.019 -0.01
H -0.6876 4.3201 3.5313 0.011 0.012 -0.008 0.09
H 0.4750 3.9600 0.3152 0.005 0.017 0.010 0.04
H 1.6861 2.8181 0.9725 -0.006 0.011 0.020 0.07
H 1.3694 4.3454 1.8001 0.001 0.003 -0.009 0.10
F 6.7051 -2.1094 -0.9871 -0.014 0.005 0.008 0.11
C 5.7901 -1.1882 -1.3079 0.034 -0.028 0.010 -0.14
C 6.0793 -0.2243 -2.2590 -0.012 0.027 -0.018 -0.14
F 7.2803 -0.2275 -2.8466 -0.006 0.003 -0.003 0.11
C 5.1342 0.7296 -2.5970 0.086 -0.098 0.036 -0.25
F 5.4635 1.6336 -3.5230 -0.006 0.012 0.001 0.08
C 3.8820 0.7513 -2.0009 -0.268 0.176 -0.034 -0.51
Se 2.5284 2.0275 -2.4090 0.016 0.097 -0.027 0.69
C 3.6355 -0.2248 -1.0596 0.164 -0.118 0.002 -0.23
F 2.4223 -0.2437 -0.4545 0.084 -0.059 -0.048 0.02
C 4.5501 -1.1928 -0.6948 -0.056 0.026 0.004 -0.14
F 4.2548 -2.1148 0.2231 -0.001 -0.005 -0.001 0.13
Se -4.8732 3.0387 -2.6875 0.086 0.065 0.061 -0.21
Sb -3.3224 3.3737 -0.8581 -0.008 0.130 -0.067 -0.27
Se -0.8912 2.9989 -1.9813 -0.157 -0.005 -0.114 0.05
Se -2.9801 5.6225 -0.0083 -0.071 -0.164 -0.073 -0.20
Se -3.5139 1.5930 0.8024 0.144 0.076 0.015 -0.06


Record 3
74
Properties=species:S:1:pos:R:3:forces:R:3:lowdin_charge:R:1 method="wB97M-V/def2-TZVPD" spin_multiplicity=3 homo_ev="-7.45 / -7.56" total_energy_ev=-109290.8087 gap_ev="7.100 / 7.408" largest_force_ev_per_a=2.39
V 0.0595 0.0908 0.5741 1.999 -0.702 -0.325 0.84
N 1.5267 -1.5943 1.2020 -0.172 0.403 0.404 0.06
C 1.5510 -1.7500 2.6204 0.094 -0.025 -0.098 -0.24
C 2.1992 -2.7382 3.3434 0.079 -0.014 -0.050 -0.03
C 2.2572 -2.6080 4.7241 0.009 0.004 -0.007 -0.09
C 1.7614 -1.4597 5.3386 0.029 -0.012 0.060 -0.04
C 1.1037 -0.4793 4.6079 -0.077 0.120 0.117 -0.15
C 0.7386 0.8479 5.1150 0.056 -0.112 0.047 -0.02
C 0.2196 1.7542 4.2923 -0.097 -0.024 -0.089 -0.05
C -0.2384 1.4010 2.9162 0.422 0.607 -0.117 -0.58
N 0.1116 0.0891 2.4252 -0.090 0.172 1.427 -0.16
C 0.8885 -0.7138 3.2487 -0.113 -0.093 -0.125 -0.19
H 2.0948 -0.7791 0.9458 0.527 -0.350 0.136 0.10
H 1.8648 -2.3940 0.6919 -0.168 -0.043 -0.224 0.08
H 2.6806 -3.5702 2.8401 -0.019 0.037 0.020 0.11
H 2.7487 -3.3696 5.3151 -0.010 0.025 -0.004 0.10
H 1.9094 -1.3166 6.4034 -0.012 0.021 -0.043 0.11
H 0.9840 1.0918 6.1421 -0.007 0.014 -0.031 0.11
H 0.0008 2.7715 4.5923 0.016 -0.035 0.039 0.12
H -1.3002 1.6100 2.8641 -0.148 -0.130 -0.140 0.07
N -7.3936 -2.2976 -0.4113 0.080 0.132 0.039 0.10
C -6.2806 -1.4727 -0.4110 -0.074 -0.023 -0.041 -0.32
C -6.2508 -0.3206 -1.2019 -0.028 -0.022 0.001 -0.02
C -5.1634 0.5323 -1.1606 0.096 -0.062 -0.062 -0.05
C -4.0917 0.2426 -0.3301 0.071 -0.006 -0.129 -0.29
C -4.1110 -0.8916 0.4687 -0.033 0.084 0.065 -0.08
C -5.1932 -1.7494 0.4242 0.031 -0.072 0.051 -0.04
S -2.7540 1.3873 -0.2096 -0.157 -0.670 0.102 0.63
O -2.9368 2.3626 -1.2341 0.017 0.166 0.033 -0.26
O -2.6441 1.6961 1.1805 -0.026 0.139 0.151 -0.30
N -1.3551 0.5320 -0.5380 -1.823 0.330 -1.517 -0.26
C -1.0385 0.4691 -1.9101 -0.284 0.275 -0.215 -0.50
N 0.1450 0.9710 -2.2560 0.032 0.113 0.190 0.14
C 0.4348 0.9705 -3.5509 0.072 0.019 0.039 -0.13
C -0.4317 0.4635 -4.5023 -0.048 -0.045 -0.033 -0.04
C -1.6201 -0.0638 -4.0239 -0.021 0.023 0.053 -0.11
N -1.9371 -0.0664 -2.7341 0.089 -0.069 0.000 0.16
H -8.0270 -2.2139 -1.1863 -0.007 -0.040 -0.022 0.09
H -7.2838 -3.2281 -0.0503 0.002 -0.031 -0.020 0.09
H -7.0949 -0.0933 -1.8432 0.019 0.009 0.018 0.11
H -5.1285 1.4295 -1.7649 -0.026 -0.044 -0.006 0.12
H -3.2887 -1.0782 1.1519 -0.023 -0.048 0.009 0.12
H -5.2151 -2.6351 1.0509 0.011 0.052 0.002 0.11
H 1.3918 1.3992 -3.8303 0.000 -0.031 0.014 0.12
H -0.1943 0.4765 -5.5563 -0.014 0.015 0.022 0.10
H -2.3533 -0.5003 -4.6946 0.008 0.021 -0.026 0.11
C -2.2229 -4.1084 -2.7778 0.028 0.049 -0.021 -0.16
C -2.5664 -3.5408 -1.4183 0.140 0.022 0.031 -0.17
N -1.4329 -2.7723 -0.8958 0.195 -0.029 -0.163 0.10
C -0.2116 -2.6918 -1.5191 -0.034 -0.051 -0.126 -0.37
N 0.5592 -1.6729 -1.2681 -0.278 0.015 0.085 0.00
C 1.8458 -1.6549 -1.9563 -0.117 -0.041 0.204 -0.22
C 2.4452 -3.0500 -2.0414 -0.024 0.037 0.031 -0.16
C 1.4869 -3.9167 -2.8273 -0.060 -0.011 -0.006 -0.15
N 0.1222 -3.7216 -2.3551 -0.044 0.011 0.060 -0.04
C -0.8520 -4.7464 -2.6977 -0.010 0.100 0.028 -0.15
H -2.1869 -3.2953 -3.5077 -0.042 -0.044 -0.052 0.12
H -2.9761 -4.8284 -3.0953 -0.002 -0.018 0.021 0.12
H -2.8024 -4.3509 -0.7236 -0.051 -0.020 0.011 0.12
H -3.4335 -2.8874 -1.4906 -0.018 0.070 0.079 0.11
H -1.6728 -1.9117 -0.4323 -0.144 0.178 -0.041 0.08
H 2.5145 -0.9723 -1.4278 0.018 0.034 -0.042 0.11
H 1.7310 -1.2599 -2.9703 0.030 0.062 -0.034 0.11
H 2.5686 -3.4644 -1.0358 0.060 -0.006 -0.018 0.11
H 3.4234 -3.0389 -2.5223 0.000 -0.005 0.004 0.12
H 1.7422 -4.9735 -2.7172 -0.017 -0.022 -0.005 0.13
H 1.5462 -3.6722 -3.8933 0.004 -0.015 -0.021 0.13
H -0.8494 -5.5513 -1.9528 0.015 -0.058 -0.024 0.13
H -0.5658 -5.1760 -3.6579 0.058 0.003 -0.022 0.12
O -1.6835 3.8746 2.8685 0.057 -0.061 -0.150 -0.33
S -0.8554 4.2840 1.7641 0.433 0.713 -0.027 0.31
O 0.2382 5.1659 2.0998 -0.336 -0.151 -0.098 -0.37
O -1.4634 4.4606 0.4796 -0.035 -0.089 0.110 -0.33
S 0.4784 2.4300 1.5082 -0.109 -0.750 0.469 0.79